{
  "formula": "C33H29NO4P2Pt",
  "method": "wB97M-V/def2-TZVPD",
  "species": ["Pt", "N", "P", "C", "C", "C", "C", "C", "C", "C", "C", "C", "C", "C", "C", "P", "C", "C", "C", "C", "C", "C", "C", "C", "C", "C", "C", "C", "H", "H", "H", "H", "H", "H", "H", "H", "H", "H", "H", "H", "H", "H", "H", "H", "H", "H", "H", "H", "H", "O", "C", "C", "C", "C", "C", "C", "C", "O", "O", "H", "H", "H", "H", "H", "C", "C", "O", "H", "H", "H"],
  "coordinates": [[-0.1019, -0.7796, 0.9992], [0.8384, 0.4731, -1.4393], [-0.6669, -0.2540, -1.1612], [-0.9414, -1.5053, -2.3917], [-1.8522, -2.5289, -2.1316], [-2.1356, -3.4593, -3.1156], [-1.5129, -3.3673, -4.3546], [-0.6079, -2.3475, -4.6144], [-0.3192, -1.4102, -3.6345], [-1.9416, 0.9889, -1.2607], [-3.0730, 0.7955, -2.0519], [-4.0611, 1.7693, -2.0790], [-3.9198, 2.9243, -1.3218], [-2.7945, 3.1138, -0.5249], [-1.8074, 2.1467, -0.4887], [1.6271, 0.3521, 0.0333], [3.2189, -0.3941, -0.1892], [3.3813, -1.3979, -1.1511], [4.6075, -2.0252, -1.2760], [5.6618, -1.6630, -0.4423], [5.4995, -0.6693, 0.5139], [4.2773, -0.0300, 0.6474], [1.7600, 1.9226, 0.8588], [1.8564, 1.9661, 2.2529], [1.9834, 3.1931, 2.8864], [2.0138, 4.3613, 2.1373], [1.9238, 4.3158, 0.7501], [1.7968, 3.0983, 0.1046], [1.1062, 1.0558, -2.2224], [-2.3308, -2.6005, -1.1614], [-2.8368, -4.2586, -2.9185], [-1.7360, -4.0957, -5.1225], [-0.1268, -2.2802, -5.5805], [0.3882, -0.6195, -3.8514], [-3.1795, -0.1008, -2.6503], [-4.9359, 1.6297, -2.6993], [-4.6888, 3.6847, -1.3535], [-2.6902, 4.0133, 0.0667], [-0.9385, 2.2972, 0.1455], [2.5622, -1.6744, -1.8046], [4.7476, -2.7915, -2.0261], [6.6194, -2.1555, -0.5461], [6.3270, -0.3856, 1.1493], [4.1555, 0.7564, 1.3819], [1.8299, 1.0580, 2.8432], [2.0522, 3.2314, 3.9651], [2.1089, 5.3166, 2.6361], [1.9535, 5.2301, 0.1734], [1.7261, 3.0743, -0.9765], [-2.3991, 2.0131, 3.2205], [-2.6412, 0.8603, 2.6017], [-3.7657, 0.7570, 1.7768], [-4.0674, -0.4304, 1.1330], [-3.2670, -1.5587, 1.2916], [-2.1200, -1.4744, 2.0816], [-1.7925, -0.2479, 2.7310], [-0.5216, -0.1479, 3.5331], [-0.4020, 0.6201, 4.4589], [0.4445, -0.8740, 3.0027], [-1.7141, 1.8720, 3.9055], [-4.4073, 1.6230, 1.6783], [-4.9620, -0.4886, 0.5273], [-3.5672, -2.5072, 0.8668], [-1.6131, -2.3848, 2.3937], [1.9457, -2.8969, 1.6810], [0.9510, -2.6050, 0.6055], [0.5667, -3.2033, -0.3101], [2.4836, -3.7938, 1.3781], [1.4046, -3.0522, 2.6144], [2.6203, -2.0552, 1.8251]],
  "forces_ev_per_a": [[0.1, 0.2, -0.1], [0.0, 0.1, 0.0], [0.0, 0.0, 0.0], [-0.1, 0.0, 0.0], [0.0, 0.0, 0.0], [0.0, 0.0, 0.0], [0.0, 0.0, 0.0], [0.0, 0.0, 0.0], [0.0, 0.0, 0.0], [0.0, -0.1, 0.0], [0.0, 0.0, 0.0], [0.0, 0.0, 0.0], [0.0, 0.0, 0.0], [0.0, 0.0, 0.0], [0.0, 0.0, 0.1], [0.0, 0.0, 0.0], [0.0, 0.0, 0.0], [0.0, 0.0, 0.0], [0.0, 0.0, 0.0], [0.0, 0.0, 0.0], [0.0, 0.0, 0.0], [0.0, 0.0, 0.0], [0.0, 0.0, 0.0], [0.0, 0.0, 0.0], [0.0, 0.0, 0.0], [0.0, 0.0, 0.0], [0.0, 0.0, 0.0], [0.0, 0.0, 0.0], [0.0, 0.0, 0.0], [0.0, 0.0, 0.0], [0.0, 0.0, 0.0], [0.0, 0.0, 0.0], [0.0, 0.0, 0.0], [0.0, 0.0, 0.0], [0.0, 0.0, 0.0], [0.0, 0.0, 0.0], [0.0, 0.0, 0.0], [0.0, 0.0, 0.0], [0.0, 0.0, 0.0], [0.0, 0.0, 0.0], [0.0, 0.0, 0.0], [0.0, 0.0, 0.0], [0.0, 0.0, 0.0], [0.0, 0.0, 0.0], [0.0, 0.0, 0.0], [0.0, 0.0, 0.0], [0.0, 0.0, 0.0], [0.0, 0.0, 0.0], [0.0, 0.0, 0.0], [-0.1, 0.0, 0.0], [0.0, 0.0, 0.0], [0.0, 0.0, 0.0], [0.0, 0.0, 0.0], [0.0, 0.0, 0.0], [-0.1, 0.0, 0.0], [0.1, -0.2, 0.0], [0.1, 0.2, -0.1], [0.0, 0.0, 0.1], [0.0, 0.0, 0.0], [0.0, 0.0, 0.0], [0.0, 0.0, 0.0], [0.0, 0.0, 0.0], [0.0, 0.0, 0.0], [0.0, 0.0, 0.0], [0.0, 0.0, 0.0], [0.1, 0.0, 0.1], [0.0, 0.0, 0.0], [0.0, 0.0, 0.0], [0.0, 0.0, 0.0], [0.0, 0.0, 0.0]],
  "total_charge": 2,
  "e_homo_ev": -14.475,
  "e_lumo_ev": -7.51
}

***

{
  "formula": "C33H30AsN3PbS4",
  "method": "wB97M-V/def2-TZVPD",
  "species": ["Pb", "C", "C", "C", "C", "C", "C", "C", "C", "C", "H", "H", "H", "H", "H", "H", "H", "H", "H", "H", "H", "H", "C", "C", "N", "C", "C", "C", "C", "C", "C", "C", "C", "C", "N", "C", "H", "H", "H", "H", "H", "H", "H", "H", "S", "As", "S", "S", "S", "C", "C", "C", "C", "C", "C", "N", "C", "C", "C", "C", "C", "C", "H", "H", "H", "H", "H", "H", "H", "H", "H", "H"],
  "coordinates": [[0.2030, 0.0480, -0.0674], [0.9891, 1.5864, -4.1136], [0.8173, 0.1170, -3.8628], [1.8999, -0.6821, -3.5213], [1.7496, -2.0446, -3.3100], [2.9135, -2.9170, -2.9621], [0.4828, -2.6039, -3.4271], [-0.6133, -1.8277, -3.7636], [-1.9803, -2.4308, -3.8903], [-0.4315, -0.4702, -3.9943], [0.9941, 1.7871, -5.1861], [1.9268, 1.9432, -3.6948], [0.1702, 2.1480, -3.6689], [2.8770, -0.2289, -3.4169], [3.0590, -3.6784, -3.7296], [2.7263, -3.4326, -2.0209], [3.8299, -2.3382, -2.8646], [0.3551, -3.6563, -3.2250], [-2.2797, -2.4793, -4.9395], [-2.7115, -1.8237, -3.3595], [-1.9924, -3.4347, -3.4751], [-1.2813, 0.1396, -4.2714], [4.9123, 0.4725, 0.1087], [3.5886, 0.2036, -0.2370], [2.5622, 0.6610, 0.4689], [2.7870, 1.3858, 1.5662], [4.0999, 1.7536, 1.9863], [5.1782, 1.2531, 1.2055], [4.2691, 2.5586, 3.1159], [3.1729, 2.9974, 3.8403], [1.8716, 2.6197, 3.4838], [0.7261, 3.0206, 4.2242], [-0.5177, 2.5927, 3.8111], [-0.6274, 1.7799, 2.6946], [0.4320, 1.3935, 1.9694], [1.6545, 1.7994, 2.3421], [5.7117, 0.0638, -0.4933], [3.3397, -0.4088, -1.0878], [6.1923, 1.4909, 1.5025], [5.2716, 2.8350, 3.4159], [3.3113, 3.6313, 4.7071], [0.8547, 3.6361, 5.1052], [-1.4172, 2.8751, 4.3411], [-1.5832, 1.4156, 2.3654], [1.1802, -5.1735, 3.0696], [0.7592, -5.7044, 1.0717], [0.2187, -3.7602, -0.2113], [1.3947, -2.2088, 0.4147], [2.4324, -6.6233, 0.1348], [-3.7988, -2.0787, 3.7750], [-4.6276, -1.3415, 2.9476], [-4.1179, -0.6674, 1.8555], [-2.7378, -0.6551, 1.5868], [-1.9227, -1.4288, 2.4281], [-2.4418, -2.1354, 3.4865], [-2.1791, -0.0139, 0.5187], [-2.7599, 1.0491, -0.0991], [-3.5528, 2.0329, 0.5316], [-3.9893, 3.1496, -0.1483], [-3.6725, 3.3480, -1.4856], [-2.9112, 2.3850, -2.1339], [-2.4704, 1.2663, -1.4629], [-4.2020, -2.6166, 4.6214], [-5.6945, -1.2952, 3.1493], [-4.7910, -0.1486, 1.1852], [-0.8642, -1.4639, 2.2259], [-1.7866, -2.7458, 4.0906], [-3.7946, 1.9309, 1.5809], [-4.5781, 3.8954, 0.3775], [-4.0282, 4.2251, -2.0130], [-2.6664, 2.5084, -3.1825], [-1.8913, 0.5188, -1.9857]],
  "forces_ev_per_a": [[-0.4, -0.9, -1.4], [0.0, -0.1, 0.0], [-0.1, 0.0, -0.1], [-0.1, 0.0, 0.0], [0.1, 0.0, 0.0], [-0.1, -0.1, 0.1], [0.0, 0.0, -0.1], [0.0, 0.0, -0.1], [0.0, 0.0, 0.0], [0.1, 0.0, 0.0], [0.0, 0.1, -0.1], [0.1, 0.1, 0.0], [0.0, 0.1, 0.1], [0.2, 0.1, 0.0], [0.1, 0.0, 0.0], [0.0, -0.1, 0.1], [0.1, 0.1, 0.0], [0.0, -0.1, 0.1], [-0.1, 0.0, 0.0], [-0.1, 0.0, 0.1], [-0.1, -0.1, 0.0], [-0.1, 0.1, 0.0], [0.3, 0.1, 0.1], [-0.5, 0.2, 0.4], [0.9, -0.3, -0.3], [0.9, 0.4, 0.4], [-0.3, -1.1, -1.5], [-0.6, 0.3, 0.4], [-1.0, 1.1, 1.6], [2.1, -0.2, -0.5], [-1.6, -0.3, -0.3], [0.3, -0.4, -0.6], [0.3, 0.4, 0.5], [0.9, -0.4, -0.7], [-0.9, 0.3, 0.9], [0.3, 0.5, 0.7], [0.0, 0.0, 0.0], [-0.1, -0.1, -0.1], [0.0, 0.0, 0.0], [0.0, 0.0, 0.1], [0.0, 0.0, 0.0], [0.0, 0.0, 0.0], [0.0, 0.0, 0.0], [-0.2, -0.1, -0.1], [0.2, 0.5, 0.7], [-1.0, -1.2, -0.1], [-0.3, 0.4, -0.1], [0.2, 0.9, 0.1], [0.7, -0.1, -0.4], [-0.1, -0.1, 0.2], [-0.2, -0.1, 0.1], [0.0, 0.2, -0.2], [-0.5, -0.4, 0.4], [0.1, 0.3, -0.1], [-0.1, -0.1, 0.2], [0.5, -0.1, -0.2], [-0.2, 0.3, -0.1], [0.1, 0.0, 0.2], [-0.1, 0.2, -0.1], [-0.1, 0.2, -0.1], [-0.1, 0.2, -0.1], [0.0, -0.1, 0.0], [0.0, -0.1, 0.1], [0.0, -0.1, -0.1], [0.0, 0.0, 0.0], [0.3, -0.2, -0.1], [0.1, -0.1, 0.0], [0.0, -0.1, 0.0], [0.0, 0.0, 0.0], [0.0, 0.0, 0.0], [0.0, 0.0, 0.0], [0.0, -0.1, -0.1]],
  "total_charge": -2,
  "e_homo_ev": [0.599, 0.559],
  "e_lumo_ev": [3.02, 3.04],
  "relative_energy_kj_mol": 295.7
}